--- 1 ---
{"formula": "CH14NO6", "method": "wB97M-V/def2-TZVPD", "e_homo_ev": -5.2, "total_charge": -1, "multiplicity": 1, "gap_ev": 8.94, "elements": ["N", "C", "O", "H", "H", "H", "H", "H", "H", "O", "H", "H", "O", "H", "H", "O", "H", "H", "O", "H", "H", "O"], "positions_angstrom": [[-0.2250, 1.0322, -2.6163], [0.6603, 0.6329, -1.4451], [-0.0316, 0.0832, -0.4600], [-0.9077, 0.3083, -2.7666], [-0.8136, 1.8522, -2.4931], [1.3586, -0.1944, -1.9583], [1.1657, 1.5367, -1.0468], [-1.5962, -2.7006, 0.1589], [-0.7517, -1.4493, -0.2918], [-0.7501, -2.4410, -0.3701], [-0.1023, 1.1669, 0.9353], [0.8624, 2.0190, 1.7819], [0.0163, 1.7071, 1.7256], [-2.5804, 0.5162, -0.4152], [-2.9340, 1.1958, 0.8187], [-3.3260, 0.9148, 0.0645], [2.6631, 1.0247, 0.1261], [1.5757, 0.1526, 0.3998], [2.5473, 0.3986, 0.8017], [1.4604, -1.2838, 1.6151], [0.5956, -2.5368, 1.2809], [1.2461, -2.2415, 1.8434]]}


--- 2 ---
{"formula": "CH14NO6", "method": "wB97M-V/def2-TZVPD", "e_homo_ev": -5.5, "total_charge": -1, "multiplicity": 1, "gap_ev": 9.21, "elements": ["N", "C", "O", "H", "H", "H", "H", "H", "H", "O", "H", "H", "O", "H", "H", "O", "H", "H", "O", "H", "H", "O"], "positions_angstrom": [[-2.4293, -0.1692, -1.0620], [-1.9343, 0.7255, 0.0006], [-0.5568, 0.9024, 0.0069], [-1.8869, 0.1199, -1.8701], [-2.1946, -1.1180, -0.7940], [-2.3021, 0.3538, 0.9687], [-2.4172, 1.7085, -0.1270], [1.4192, -1.8025, -1.4265], [1.8447, -2.5227, -0.1020], [1.8179, -2.6115, -1.0653], [-0.4804, 3.7042, -0.8358], [-0.0103, 2.4409, -0.1215], [0.1728, 3.4300, -0.1834], [1.6549, 0.2768, -1.7094], [0.1836, 0.2026, -1.3050], [0.8123, -0.0468, -2.0494], [1.4011, -1.4614, 1.8789], [1.3738, -2.9337, 2.3727], [1.8563, -2.3294, 1.8065], [-0.0072, 0.4003, 1.2818], [1.1709, 0.7154, 2.2249], [0.5116, 0.0148, 2.1105]]}


Relative energy table, unit hartree: 1 0.0627; 2 0.0000


--- 1 ---
{"formula": "C4H25NO11", "method": "wB97M-V/def2-TZVPD", "e_homo_ev": -9.8, "total_charge": 0, "multiplicity": 1, "gap_ev": 9.60, "elements": ["N", "C", "C", "C", "O", "C", "O", "O", "H", "H", "H", "H", "H", "H", "H", "H", "H", "O", "H", "H", "O", "H", "H", "O", "H", "H", "O", "H", "H", "O", "H", "H", "O", "H", "H", "O", "H", "H", "O", "H", "H"], "positions_angstrom": [[0.3075, -1.9725, 0.0279], [1.1571, -0.7641, 0.2329], [2.5250, -1.1811, 0.7070], [3.4302, -1.8083, -0.3526], [3.8472, -0.7601, -1.1994], [0.3339, 0.1165, 1.2031], [0.3262, -0.1394, 2.3901], [-0.3456, 1.2201, 0.8763], [0.6518, -2.7310, 0.5958], [0.4546, -2.2274, -0.9437], [1.2968, -0.2190, -0.7178], [3.0250, -0.3371, 1.3045], [2.5516, -1.8586, 1.5997], [4.2102, -2.3431, 0.1692], [2.8768, -2.5066, -0.9845], [4.3588, -0.0630, -0.7836], [-0.3510, 1.4910, -0.0858], [-2.0706, -0.4924, 3.5297], [-1.1454, -0.6662, 3.2696], [-2.2593, 0.4076, 3.2167], [1.9913, 1.7828, -0.5849], [2.7502, 1.3155, -0.9504], [2.0654, 2.7017, -0.8673], [-0.5982, 0.7135, -1.7072], [-1.2687, 0.1291, -2.0845], [0.3049, 0.5665, -2.0008], [1.4228, -0.5069, -3.8254], [1.9371, 0.1885, -3.4073], [0.9656, -0.9861, -3.1197], [-3.1713, -0.0109, -1.8981], [-3.1280, -0.4519, -1.0255], [-3.6811, 0.7590, -1.5532], [-2.2272, -0.9249, 0.5493], [-2.2721, -1.8693, 0.3975], [-2.3826, -0.6988, 1.4780], [-2.3144, 2.5367, 2.3980], [-2.7344, 3.2457, 1.8903], [-1.3826, 2.7112, 2.2103], [-4.2166, 1.7738, 0.0257], [-3.7459, 2.3304, -0.6095], [-3.4949, 1.5292, 0.6294]]}


--- 2 ---
{"formula": "C4H25NO11", "method": "wB97M-V/def2-TZVPD", "e_homo_ev": -9.9, "total_charge": 0, "multiplicity": 1, "gap_ev": 9.79, "elements": ["C", "C", "O", "N", "C", "C", "O", "H", "H", "H", "H", "H", "H", "H", "O", "H", "H", "O", "H", "H", "O", "H", "H", "O", "H", "H", "O", "H", "H", "O", "H", "H", "O", "H", "H", "O", "H", "H", "O", "H", "H"], "positions_angstrom": [[1.3214, -0.0794, 0.1466], [0.9998, 1.2900, -0.4822], [1.5617, 1.6998, -1.4737], [0.1808, 2.2232, 0.2007], [-0.6899, 1.6485, 1.2345], [-1.9545, 1.0206, 0.6592], [-2.3579, -0.0860, 0.9214], [0.4856, -0.5968, 0.6338], [1.6339, -0.5766, -0.7718], [2.2008, -0.1104, 0.7603], [-0.1681, 2.8631, -0.4963], [-0.3003, 0.8117, 1.8496], [-0.9170, 2.4084, 1.9587], [-2.5579, 1.6895, 0.0873], [-2.1551, 0.9859, -3.5934], [-2.3302, 0.2117, -3.0374], [-1.5184, 0.4902, -4.1418], [-0.1212, 1.4920, 4.6165], [0.4018, 0.7434, 4.3070], [-0.0397, 2.3360, 4.1891], [-1.3937, -3.1774, 1.6375], [-1.8531, -2.3421, 1.7895], [-1.6317, -3.5579, 0.7902], [-1.9877, -2.3183, -1.7575], [-2.9150, -2.2287, -1.5132], [-1.7014, -1.4659, -1.3225], [4.4330, -1.3545, 0.5411], [3.8882, -0.8715, -0.0932], [4.5755, -0.6381, 1.1798], [1.3135, -2.7176, 0.9988], [0.3904, -3.0372, 1.0215], [2.0052, -3.3768, 0.9595], [0.4208, -1.3266, -4.0601], [-0.1621, -1.9120, -3.5946], [1.3238, -1.4817, -3.7916], [0.8045, -0.6537, 3.2946], [0.3970, -1.4356, 2.9161], [1.6813, -0.4110, 2.9745], [-0.6930, 3.3852, -2.5013], [-1.0863, 2.7303, -3.1069], [0.2339, 3.4053, -2.7472]]}


Relative energy table, unit hartree: 1 0.0000; 2 0.0078


--- 1 ---
{"formula": "C5H4IrNO5", "method": "wB97M-V/def2-TZVPD", "e_homo_ev": [-18.2, -26.6], "total_charge": 3, "multiplicity": 6, "gap_ev": [4.40, 6.75], "elements": ["O", "C", "Ir", "C", "O", "C", "O", "C", "O", "C", "O", "H", "N", "H", "H", "H"], "positions_angstrom": [[-0.7646, 3.7239, -0.2599], [0.0386, 3.0813, 0.2982], [0.0481, -0.5504, -0.7714], [0.1955, -2.2145, 0.2217], [0.1608, -3.2766, 0.6613], [-0.3052, -1.5044, -2.4518], [-0.4799, -1.8487, -3.5631], [1.9402, 0.0059, -0.8958], [3.0707, 0.2005, -0.9369], [-1.7873, -0.0780, -0.4833], [-2.9269, 0.0203, -0.4084], [0.7058, 2.0888, 0.8913], [0.0316, 0.0565, 1.6457], [-0.8124, 0.4982, 1.9489], [0.8024, 0.6094, 1.9855], [0.0824, -0.8123, 2.1180]]}


--- 2 ---
{"formula": "C5H4IrNO5", "method": "wB97M-V/def2-TZVPD", "e_homo_ev": [-18.8, -21.7], "total_charge": 3, "multiplicity": 6, "gap_ev": [5.92, 1.68], "elements": ["O", "C", "Ir", "O", "C", "C", "O", "C", "O", "C", "O", "H", "N", "H", "H", "H"], "positions_angstrom": [[0.3870, 0.6861, 5.9259], [0.5116, 0.3250, 4.8454], [-0.0131, 0.4258, -0.1560], [-1.5047, 2.0860, 1.9389], [-0.9666, 1.4594, 1.1256], [-1.6378, -0.1159, -1.0735], [-2.7001, -0.2832, -1.5228], [0.1271, -0.5732, -4.3043], [1.1157, -1.0385, -4.6583], [0.5078, 1.8414, -1.3155], [0.8110, 2.7563, -1.9653], [1.2187, 0.4914, 0.7164], [0.4715, -1.7451, 0.0757], [-0.3250, -2.3412, -0.1676], [0.7301, -1.9555, 1.0445], [1.2669, -2.0187, -0.5089]]}


Relative energy table, unit hartree: 1 0.0000; 2 0.0118